ORCA calculation (wB97M-V/def2-TZVPD) on 3 unconnected molecules or ions with the total composition C8H24N5O5P.

Geometry as ORCA input:
```
! RIJCOSX wB97M-V def2-TZVPD def2/J DEFGRID3
* xyz 1 2
O 26.723 24.845 -12.900
P 26.594 23.384 -13.205
N 25.022 22.844 -13.721
C 24.570 23.225 -15.026
C 23.884 22.417 -12.842
N 26.943 22.379 -11.893
C 26.744 20.820 -12.090
C 28.014 22.691 -10.884
N 27.643 22.867 -14.509
C 27.410 21.664 -15.331
C 28.948 23.495 -14.686
H 23.656 22.723 -15.340
H 25.291 23.176 -15.842
H 24.171 24.234 -14.916
H 23.316 23.285 -12.508
H 24.307 21.953 -11.951
H 23.193 21.794 -13.410
H 25.774 20.554 -12.513
H 27.547 20.376 -12.678
H 26.747 20.323 -11.120
H 27.740 22.282 -9.912
H 28.916 22.202 -11.252
H 28.320 23.737 -10.855
H 28.391 21.191 -15.293
H 26.676 20.942 -14.974
H 27.140 21.967 -16.343
H 29.319 23.395 -15.706
H 29.647 23.003 -14.010
H 28.861 24.533 -14.365
C 23.611 19.083 -14.595
N 22.643 19.966 -15.242
O 22.965 20.251 -16.389
O 21.622 20.365 -14.611
H 24.454 19.614 -14.152
H 23.953 18.420 -15.389
H 23.111 18.573 -13.772
C 21.484 22.869 -17.856
N 21.502 24.146 -18.535
O 22.317 24.982 -18.122
O 20.691 24.376 -19.456
H 22.065 22.202 -18.494
H 20.466 22.491 -17.756
H 21.939 23.010 -16.876
*
```

As for the HOMO-LUMO gap (spin up / spin down): 9.5 / 5.2 eV. The total energy is -35648.5346 eV. Its expectation value of S² is 0.76. As for the highest occupied orbital energy (spin up / spin down): -12.79 / -12.78 eV.



ORCA calculation (wB97M-V/def2-TZVPD) on a molecular structure, C8H24O12S2.

Geometry as ORCA input:
```
! RIJCOSX wB97M-V def2-TZVPD def2/J DEFGRID3
* xyz 0 1
C 2.353 3.572 -0.729
O 1.429 2.630 -1.390
H 2.831 4.298 -1.437
H 1.713 4.150 -0.008
H 3.108 3.018 -0.175
H 0.907 3.190 -1.966
C -1.841 3.083 1.987
O -0.587 2.752 1.560
H -1.867 4.101 2.473
H -2.603 3.117 1.144
H -2.317 2.382 2.735
H -0.441 1.824 1.294
C 1.482 1.006 3.843
O 0.522 1.872 4.427
H 1.099 0.486 2.954
H 2.433 1.489 3.619
H 1.714 0.244 4.583
H -0.043 2.252 3.765
C 1.838 0.043 0.251
O 0.598 0.729 0.175
H 1.609 -0.899 0.728
H 2.192 -0.094 -0.786
H 2.662 0.512 0.815
H 0.629 1.516 -0.401
C 1.349 -2.354 -4.244
C 1.025 -3.113 -2.885
O -0.285 -2.696 -2.466
S -0.917 -1.855 -3.658
O -1.768 -0.827 -3.108
O -1.479 -2.804 -4.593
O 0.435 -1.263 -4.361
H 1.280 -2.923 -5.176
H 2.335 -1.902 -4.218
H 1.756 -2.955 -2.096
H 1.050 -4.160 -3.071
C -1.409 -1.566 0.113
C -1.927 -0.830 1.378
O -2.487 -1.889 2.171
S -3.100 -3.039 1.297
O -4.541 -2.906 1.229
O -2.431 -4.222 1.789
O -2.525 -2.500 -0.157
H -0.487 -2.161 0.076
H -1.470 -0.809 -0.652
H -2.699 -0.083 1.169
H -1.128 -0.419 2.002
*
```

As for the HOMO-LUMO gap: 10.5 eV. The total energy is -54921.2987 eV. As for the highest occupied orbital energy: -10.31 eV.



ORCA calculation (wB97M-V/def2-TZVPD) on 7 unconnected molecules or ions with the total composition C8H24O6.

Geometry as ORCA input:
```
! RIJCOSX wB97M-V def2-TZVPD def2/J DEFGRID3
* xyz 0 1
C 0.410 0.950 -1.974
C 0.202 0.573 -0.709
C -1.143 0.446 -0.099
C -1.977 1.470 0.131
C -1.735 2.906 -0.234
C -1.512 -0.930 0.304
C -2.081 -1.767 -0.552
C -1.142 -1.327 1.699
H -0.361 1.190 -2.651
H 1.402 0.914 -2.400
H 1.047 0.320 -0.004
H -2.954 1.259 0.614
H -0.845 3.062 -0.839
H -2.577 3.330 -0.780
H -1.555 3.525 0.642
H -2.321 -1.520 -1.558
H -2.372 -2.774 -0.316
H -0.087 -1.113 1.917
H -1.758 -0.789 2.427
H -1.324 -2.349 1.853
O 2.311 -0.263 2.242
H 2.010 0.665 2.356
H 3.254 -0.178 2.003
O 1.004 -2.171 -1.763
H 0.165 -1.689 -1.724
H 0.774 -3.083 -1.992
O 2.550 -2.337 0.478
H 2.136 -1.762 1.161
H 2.017 -2.229 -0.350
O 4.611 -0.667 0.876
H 4.798 -0.236 0.045
H 4.015 -1.451 0.639
O -2.820 0.379 -2.983
H -3.776 0.435 -2.975
H -2.493 0.758 -2.169
O 1.080 2.162 2.388
H 0.811 2.381 1.497
H 0.236 1.912 2.800
*
```

As for the HOMO-LUMO gap: 10.0 eV. The total energy is -20969.3386 eV. The calculation puts the energy above the lowest of the compared OMol25 structures with the same formula, charge and spin at 18.2 kcal/mol. Its SMILES is C=C/C(=C\C)C(=C)C.O.O.O.O.O.O. As for the highest occupied orbital energy: -9.60 eV.



ORCA calculation (wB97M-V/def2-TZVPD) on 5 unconnected molecules or ions with the total composition C8H25BBrClN8O6S.

Geometry as ORCA input:
```
! RIJCOSX wB97M-V def2-TZVPD def2/J DEFGRID3
* xyz 0 1
O -2.876 -4.052 -3.393
S -3.217 -2.833 -4.052
O -3.877 -1.767 -3.367
Cl -4.469 -3.359 -5.594
C -1.806 -2.232 -4.949
C -2.059 -1.193 -6.030
C -2.815 0.069 -5.607
C -2.314 0.738 -4.322
B -3.352 1.553 -3.508
Br -2.777 2.416 -1.903
H -1.343 -3.138 -5.342
H -1.172 -1.833 -4.151
H -2.580 -1.671 -6.862
H -1.063 -0.907 -6.381
H -2.716 0.779 -6.433
H -3.883 -0.153 -5.525
H -1.867 0.021 -3.623
H -1.477 1.414 -4.544
H -4.493 1.717 -3.798
N -0.050 1.514 0.536
C 0.590 2.622 1.029
N 1.673 2.353 1.809
O 0.213 3.755 0.775
H 0.251 0.581 0.742
H -0.852 1.657 -0.049
H 2.160 3.135 2.204
H 1.990 1.434 2.069
N 4.754 1.746 4.976
C 3.574 1.144 4.631
N 2.599 1.179 5.568
O 3.427 0.622 3.532
H 4.907 2.186 5.863
H 5.490 1.736 4.296
H 1.733 0.698 5.399
H 2.728 1.565 6.483
N 1.950 -2.225 -4.296
C 1.668 -0.910 -4.050
N 2.446 -0.309 -3.106
O 0.772 -0.313 -4.628
H 2.680 -2.728 -3.827
H 1.425 -2.686 -5.015
H 2.243 0.650 -2.889
H 3.183 -0.778 -2.616
N -0.167 -1.661 8.452
C 0.039 -0.319 8.321
N -0.337 0.442 9.390
O 0.527 0.168 7.314
H -0.577 -2.080 9.264
H 0.097 -2.242 7.678
H -0.230 1.436 9.306
H -0.752 0.061 10.218
*
```

As for the HOMO-LUMO gap: 9.6 eV. The total energy is -126988.7892 eV. The calculation puts the energy above the lowest of the compared OMol25 structures with the same formula, charge and spin at 0.0 kcal/mol. Its SMILES is O=S(=O)(Cl)CCCCBBr.NC(N)=O.NC(N)=O.NC(N)=O.NC(N)=O. As for the highest occupied orbital energy: -9.23 eV.